C35H31AuN2O2Sb | ωB97M-V with the def2-TZVPD basis set

```
72
Properties=species:S:1:pos:R:3
Au 0.352 -0.401 -0.205
O 1.477 0.050 -1.749
C 0.911 0.631 -2.815
C 1.501 0.345 -4.049
C 1.088 0.997 -5.192
C 0.063 1.943 -5.148
C -0.548 2.211 -3.947
C -0.157 1.562 -2.762
C -0.949 1.841 -1.588
N -0.852 1.206 -0.478
N -1.720 1.431 0.569
C -1.657 0.478 1.449
O -0.774 -0.519 1.432
C -2.604 0.469 2.580
C -3.713 1.314 2.567
C -4.597 1.304 3.632
C -4.379 0.457 4.711
C -3.275 -0.384 4.725
C -2.388 -0.382 3.661
H 2.303 -0.383 -4.070
H 1.568 0.770 -6.135
H -0.255 2.449 -6.048
H -1.358 2.929 -3.900
H -1.739 2.585 -1.653
H -3.872 1.971 1.724
H -5.458 1.958 3.622
H -5.071 0.454 5.543
H -3.105 -1.041 5.567
H -1.526 -1.033 3.666
C -2.000 -2.758 -1.005
C -1.391 -4.120 -0.800
C -2.182 -5.257 -0.937
C -1.661 -6.530 -0.763
C -0.322 -6.699 -0.445
C 0.484 -5.582 -0.301
C -0.045 -4.304 -0.478
Sb 1.365 -2.759 -0.236
C 2.570 -2.901 -1.951
C 2.093 -3.667 -3.009
C 2.824 -3.749 -4.186
C 4.023 -3.063 -4.291
C 4.488 -2.295 -3.231
C 3.770 -2.190 -2.045
C 4.275 -1.327 -0.922
C 2.347 -3.208 1.572
C 1.764 -2.590 2.682
C 2.271 -2.810 3.950
C 3.368 -3.646 4.106
C 3.940 -4.255 3.003
C 3.445 -4.057 1.714
C 4.125 -4.767 0.573
H -3.048 -2.844 -1.285
H -1.493 -2.210 -1.806
H -1.949 -2.161 -0.092
H -3.230 -5.138 -1.185
H -2.304 -7.392 -0.876
H 0.092 -7.688 -0.307
H 1.528 -5.716 -0.044
H 1.160 -4.211 -2.918
H 2.459 -4.350 -5.008
H 4.605 -3.126 -5.201
H 5.427 -1.765 -3.325
H 5.309 -1.033 -1.091
H 4.233 -1.842 0.040
H 3.676 -0.415 -0.847
H 0.912 -1.929 2.561
H 1.817 -2.331 4.807
H 3.779 -3.825 5.091
H 4.794 -4.908 3.136
H 5.153 -4.416 0.461
H 3.628 -4.623 -0.385
H 4.173 -5.839 0.770
```

Values from the calculation:
frontier orbital gap	7.120	eV
2S+1	1
total charge	+1
energy relative to the best compared isomer or geometry (same formula, charge and spin)	3.39	kcal/mol

These are the Löwdin partial charges, in e, on atoms 1 to 5: 1.1304 -0.2855 -0.3146 0.0048 -0.0470